# 1
Density functional theory data (wB97M-V/def2-TZVPD) for a 6-piece molecular cluster, C24H72N9O6P3S3 overall.

Structure (ORCA input):
```
! wB97M-V def2-TZVPD RIJCOSX def2/J DEFGRID3
* xyz -1 2
O 3.103 1.184 3.907
P 4.528 0.666 3.877
N 4.752 -0.938 4.098
C 6.065 -1.632 4.187
C 3.585 -1.840 4.019
N 5.439 1.185 5.279
C 4.698 1.360 6.469
C 6.808 1.457 5.332
N 5.499 1.244 2.509
C 5.489 0.398 1.251
C 6.200 2.513 2.263
H 6.917 -0.953 4.194
H 6.221 -2.046 3.191
H 5.983 -2.446 4.907
H 3.029 -1.722 3.089
H 2.816 -1.861 4.792
H 3.998 -2.849 4.035
H 5.186 2.009 7.196
H 3.755 1.889 6.336
H 4.312 0.423 6.871
H 7.045 2.516 5.433
H 7.216 0.856 6.146
H 7.182 1.163 4.352
H 5.622 0.911 0.299
H 6.505 0.004 1.245
H 4.685 -0.336 1.288
H 6.797 2.717 3.152
H 5.524 3.338 2.040
H 6.811 2.454 1.362
O -3.457 -5.316 -0.782
P -3.464 -4.991 0.697
N -2.712 -3.534 0.971
C -2.071 -2.877 -0.145
C -2.552 -2.854 2.248
N -2.647 -6.148 1.561
C -1.259 -6.073 1.989
C -3.182 -7.471 1.742
N -5.049 -4.993 1.285
C -5.604 -4.513 2.603
C -6.118 -5.765 0.531
H -2.311 -3.238 -1.146
H -1.019 -3.141 -0.041
H -2.184 -1.793 -0.143
H -2.324 -1.800 2.087
H -1.641 -3.246 2.701
H -3.479 -2.973 2.809
H -0.711 -6.793 1.380
H -0.870 -5.061 1.879
H -1.362 -6.172 3.069
H -2.452 -8.222 1.440
H -3.329 -7.602 2.814
H -4.102 -7.707 1.207
H -4.823 -4.356 3.347
H -6.290 -3.674 2.483
H -6.303 -5.210 3.064
H -6.493 -6.631 1.075
H -5.769 -6.062 -0.458
H -6.946 -5.092 0.306
O -2.513 0.486 -5.127
P -1.924 1.530 -5.916
N -2.880 2.893 -6.470
C -3.340 3.838 -5.451
C -3.991 2.617 -7.487
N -1.201 0.883 -7.343
C -0.847 1.708 -8.559
C -0.377 -0.361 -7.288
N -0.628 2.279 -5.180
C 0.137 3.391 -5.840
C -0.124 1.821 -3.903
H -3.402 4.872 -5.793
H -2.693 3.797 -4.575
H -4.296 3.512 -5.040
H -4.069 1.531 -7.537
H -4.068 3.287 -8.344
H -4.923 2.885 -6.990
H 0.111 1.388 -8.967
H -1.561 1.415 -9.328
H -0.992 2.785 -8.466
H 0.553 -0.327 -6.721
H -0.976 -1.084 -6.735
H -0.333 -0.863 -8.255
H 1.091 3.042 -6.236
H -0.466 3.760 -6.670
H 0.414 4.199 -5.164
H -0.911 1.834 -3.149
H 0.692 2.431 -3.516
H 0.331 0.833 -3.979
C -4.583 2.850 4.211
S -4.230 1.188 3.576
O -2.745 1.223 3.240
C -4.657 -0.010 4.840
H -5.659 3.020 4.249
H -4.151 3.493 3.445
H -4.178 3.197 5.162
H -4.686 -1.020 4.433
H -5.614 0.200 5.317
H -3.921 0.180 5.621
C -0.632 1.148 0.362
S 0.780 0.248 1.015
O 0.327 -1.212 0.769
C 2.070 0.710 -0.206
H -0.390 2.208 0.289
H -1.508 1.115 1.011
H -0.745 0.824 -0.673
H 1.712 0.257 -1.131
H 2.901 0.385 0.419
H 2.367 1.756 -0.290
C 3.885 5.311 -1.824
S 2.315 4.623 -2.489
O 2.558 3.094 -2.501
C 1.167 5.007 -1.134
H 3.952 6.399 -1.796
H 4.777 4.940 -2.328
H 4.078 4.919 -0.826
H 1.470 4.563 -0.186
H 0.182 4.566 -1.282
H 1.096 6.079 -0.951
*
```

The energy above the lowest of the compared OMol25 structures with the same formula, charge and spin is 0.5614 eV. The value obtained for the total energy is -4120.3216 hartree. As for the expectation value of S²: 0.751. The value obtained for the molar mass is 772.020 g/mol. The HOMO-LUMO gap (alpha / beta) comes out at 1.3116 / 7.8421 eV. The strongest force on any atom is 4.76 eV/A. The value obtained for the HOMO energy (alpha / beta) is 0.521 / -6.051 eV. As for the LUMO energy (alpha / beta): 1.8 / 1.8 eV.

***

# 2
Density functional theory data (wB97M-V/def2-TZVPD) for a 12-piece molecular cluster, C24H72O17 overall.

Structure (ORCA input):
```
! wB97M-V def2-TZVPD RIJCOSX def2/J DEFGRID3
* xyz 0 1
O 15.642 13.887 12.891
C 15.825 14.314 11.524
C 17.237 14.929 11.298
O 18.110 13.913 11.594
H 16.098 13.053 13.025
H 15.723 13.491 10.816
H 15.011 14.977 11.232
H 17.293 15.782 11.974
H 17.390 15.315 10.290
H 18.971 14.195 11.277
O 16.156 11.088 13.043
C 17.045 10.143 12.483
C 16.984 10.121 11.005
O 15.806 9.554 10.555
H 15.295 10.906 12.659
H 18.088 10.377 12.698
H 16.728 9.195 12.918
H 17.770 9.482 10.603
H 17.111 11.128 10.609
H 15.755 9.600 9.597
O 13.578 6.220 13.337
C 13.444 7.500 13.919
C 12.064 8.188 13.639
O 12.035 9.535 14.113
H 14.510 6.137 13.122
H 13.783 7.538 14.954
H 14.204 8.035 13.350
H 11.257 7.687 14.174
H 11.724 8.182 12.604
H 12.448 10.062 13.425
O 12.100 16.853 11.861
C 10.929 16.491 11.182
C 10.626 17.410 9.939
O 11.793 17.428 9.149
H 12.301 16.103 12.425
H 10.967 15.459 10.832
H 10.091 16.520 11.878
H 10.401 18.411 10.308
H 9.817 16.914 9.402
H 12.500 17.816 9.671
O 10.250 14.378 6.047
C 9.552 13.915 7.175
C 10.314 13.878 8.441
O 11.260 12.784 8.471
H 10.862 15.043 6.371
H 8.706 14.580 7.346
H 9.118 12.984 6.810
H 9.550 13.723 9.203
H 10.885 14.785 8.637
H 10.826 11.928 8.462
C 10.323 8.907 10.242
C 10.422 9.646 8.923
O 9.591 10.790 8.996
H 10.945 9.438 10.962
H 10.704 7.897 10.084
H 9.284 8.784 10.546
H 10.000 9.073 8.097
H 11.416 9.942 8.587
H 8.745 10.558 9.387
C 12.144 16.308 15.083
C 13.405 15.623 14.585
O 13.169 14.748 13.530
H 12.378 16.704 16.072
H 11.361 15.569 15.255
H 11.781 17.024 14.346
H 13.791 14.957 15.357
H 14.224 16.311 14.374
H 14.039 14.477 13.228
C 8.707 13.340 14.226
C 7.992 14.558 13.706
O 7.221 15.127 14.808
H 9.458 13.658 14.949
H 9.154 12.650 13.510
H 7.963 12.757 14.769
H 7.301 14.259 12.918
H 8.740 15.178 13.213
H 7.793 15.434 15.515
C 14.102 8.820 8.302
C 14.813 9.723 7.303
O 15.984 10.130 7.941
H 13.805 9.242 9.262
H 14.789 7.996 8.495
H 13.152 8.400 7.970
H 14.208 10.567 6.974
H 15.075 9.195 6.387
H 16.569 10.495 7.273
C 11.606 11.810 12.191
C 12.848 11.448 11.444
O 13.608 10.323 11.901
H 11.211 12.696 11.693
H 11.756 12.170 13.209
H 10.758 11.127 12.215
H 13.516 12.309 11.432
H 12.620 11.193 10.410
H 14.243 9.978 11.269
C 8.336 9.663 13.605
C 8.212 8.147 13.663
O 6.979 7.776 13.092
H 8.213 9.972 12.567
H 9.331 9.933 13.960
H 7.570 10.118 14.232
H 8.301 7.860 14.711
H 9.009 7.699 13.069
H 6.324 7.691 13.788
C 12.026 12.181 16.031
C 12.473 12.339 17.507
O 13.690 13.078 17.498
H 12.765 11.676 15.409
H 11.887 13.180 15.617
H 11.050 11.698 15.988
H 12.621 11.358 17.959
H 11.761 12.868 18.141
H 13.462 13.996 17.334
*
```

The energy above the lowest of the compared OMol25 structures with the same formula, charge and spin is 1.2837 eV. The value obtained for the total energy is -2236.4917 hartree. The value obtained for the molar mass is 632.823 g/mol. The HOMO-LUMO gap comes out at 9.8673 eV. The strongest force on any atom is 2.80 eV/A. The value obtained for the HOMO energy is -9.684 eV. As for the LUMO energy: 0.2 eV.